# 1
A molecular structure, C24H35DyNOP2Si in a non-equilibrium geometry, computed with ωB97M-V/def2-TZVPD.

```
! wB97M-V def2-TZVPD RIJCOSX def2/J DEFGRID3
* xyz 1 6
Dy 0.000 0.000 0.000
H 0.950 -0.706 3.469
H -4.937 0.231 -1.741
C 4.153 -2.501 0.804
C 0.722 0.372 3.452
H -3.485 0.194 2.255
C 0.745 3.003 -1.882
C -4.604 2.562 0.366
C 3.912 -1.011 3.197
C 3.846 -2.537 -1.619
O -1.602 -2.038 -1.573
H 3.805 -0.466 4.142
C -3.880 0.567 -1.740
H 4.763 -4.157 2.091
C -1.008 -1.208 -1.002
H 1.009 3.438 -2.863
H 1.325 3.215 2.991
H -1.684 2.710 0.788
H 4.088 -4.239 -2.966
C 4.457 -3.105 2.065
C 3.815 -3.180 -2.896
H 0.298 1.360 -4.309
C 3.061 1.021 1.930
H -3.770 1.407 -2.458
H -3.011 -1.042 1.021
C 3.754 -1.108 0.772
H 1.429 3.406 -1.116
C 0.873 2.856 2.049
H -4.407 2.940 1.390
H 4.577 -2.833 4.193
C -3.692 -0.194 1.237
H 1.089 -1.110 -0.027
C 3.483 -1.137 -1.532
N 3.474 -0.463 -0.371
H -1.132 0.946 -3.290
C 4.201 -3.187 -0.423
C 3.427 -2.473 -4.017
H 2.737 -0.571 -4.832
H 1.263 0.885 4.268
C 4.346 -2.370 3.228
H 2.674 1.549 -3.506
H -5.648 2.192 0.303
H 3.271 1.505 -1.803
H 4.500 -4.242 -0.445
H -4.743 -0.547 1.180
H 0.067 -0.314 -3.679
H 3.321 1.600 2.834
C 3.053 -1.099 -3.925
H 3.397 -2.968 -4.993
H -1.917 2.069 -0.907
H -0.284 3.301 -1.620
C -1.667 1.829 0.140
H -0.365 0.491 3.587
C 3.613 -0.373 2.004
H -3.242 -0.266 -2.072
C -0.058 0.758 -3.453
H -4.457 3.382 -0.366
P 0.866 1.143 -1.889
H 1.296 3.424 1.204
H 3.441 1.534 1.032
Si -3.426 1.164 -0.016
H -0.215 3.039 2.079
C 3.078 -0.422 -2.716
P 1.179 1.039 1.789
C 2.636 0.999 -2.549
*
```

⟨S²⟩ = 9.459
E_HOMO (alpha / beta) = -10.3 / -10.5 eV
orbital gap (alpha / beta) = 5.23 / 5.66 eV
energy relative to the best compared isomer or geometry (same formula, charge and spin) = 8.982 eV
DFT total energy = -2922.22064 hartree

***

# 2
A molecular structure, C24H35MoN4O3PSSi in a non-equilibrium geometry, computed with ωB97M-V/def2-TZVPD.

```
! wB97M-V def2-TZVPD RIJCOSX def2/J DEFGRID3
* xyz 2 3
H 1.169 -5.017 -0.348
Si 2.817 -3.787 1.689
H -1.150 2.181 -0.074
C 0.907 -1.748 0.546
C -5.574 -0.615 -6.275
P 0.660 2.336 1.743
H -2.481 0.267 -5.205
O 0.798 3.348 0.488
H 4.458 -3.294 3.461
H 1.266 -4.900 3.306
C -0.191 -3.613 -1.179
H 3.013 -2.312 3.682
H 4.231 0.594 2.524
H -1.431 0.478 -3.356
H 4.942 -4.967 1.106
H 0.967 4.047 6.136
H 1.662 -5.999 1.965
C -3.515 -0.054 -5.118
H 5.183 2.054 2.161
H 0.471 2.230 4.501
C 0.426 5.718 0.497
H -0.635 -4.324 -1.862
C 3.700 -2.708 2.929
C 1.454 4.018 5.157
C -5.463 -0.723 -3.854
H -7.223 -1.193 -5.003
N -0.109 -1.383 -0.314
H -0.611 4.252 -0.680
H -4.844 -0.690 -1.145
C 2.069 -5.252 2.652
H 3.198 3.094 1.073
C 1.420 -3.056 0.586
N -1.686 0.279 -1.266
C -0.622 -2.308 -1.140
C -0.206 4.346 0.334
H 3.824 2.118 3.304
C 4.178 1.676 2.367
H 4.219 -1.876 2.445
N -3.388 -0.158 -2.665
H 3.620 1.566 0.299
O 1.268 3.298 2.893
H 4.574 -3.705 -0.089
C -3.841 -0.371 -1.379
C -4.239 -0.206 -6.308
N -6.911 -0.895 -8.481
H -5.986 -0.936 -2.926
C 4.143 -4.503 0.522
H -0.311 6.507 0.325
C -6.313 -0.770 -7.494
C 0.832 -3.984 -0.314
H 3.710 -5.259 -0.138
C -2.781 -0.096 -0.546
Mo -0.270 0.624 0.235
C -4.122 -0.312 -3.879
H -1.415 -1.951 -1.786
O 1.962 1.415 1.476
C -6.183 -0.873 -5.046
H 1.254 5.848 -0.207
H -1.045 4.231 1.032
H 2.839 -5.727 3.266
H 2.434 3.542 5.265
H 0.840 5.837 1.503
C 3.234 2.007 1.224
H 1.633 5.044 4.819
C -2.073 0.234 -2.522
S 1.523 -0.476 1.594
C 0.605 3.261 4.152
H -3.750 -0.001 -7.259
H -2.755 -0.151 0.535
H -0.377 3.743 4.066
*
```

⟨S²⟩ = 2.088
E_HOMO (alpha / beta) = -14.1 / -14.0 eV
orbital gap (alpha / beta) = 5.88 / 5.76 eV
energy relative to the best compared isomer or geometry (same formula, charge and spin) = 1.316 eV
DFT total energy = -2476.83200 hartree

***

# 3
3 unconnected molecules or ions with the total composition C24H35NO6S, computed with ωB97M-V/def2-TZVPD.

```
! wB97M-V def2-TZVPD RIJCOSX def2/J DEFGRID3
* xyz 0 1
C 0.713 -2.364 -3.078
H 0.183 -3.287 -3.287
C -3.904 3.128 6.731
H -2.127 -3.875 1.429
H 5.107 -3.894 -5.094
C -2.527 0.481 3.876
H -5.122 3.976 8.260
H -1.743 -2.257 -2.493
C -1.331 0.377 -0.604
H 8.073 -3.162 -4.943
H -3.026 -2.544 -0.607
O 7.333 -4.143 -6.610
C 5.926 -3.207 -4.856
H -4.042 1.298 2.709
C -4.846 4.203 7.226
O -3.924 -3.309 1.534
H -5.762 4.203 6.626
H -1.550 3.016 0.349
C 2.074 -2.267 -3.316
O -2.714 -3.721 2.184
H 3.819 -0.981 -3.201
C 2.754 -1.089 -3.034
H 5.039 -1.112 -7.203
C 2.064 -0.008 -2.505
C -1.793 -0.853 -1.050
C 8.013 -3.170 -7.382
O -3.541 3.307 5.373
H -3.005 0.767 4.805
H -3.861 -1.748 2.847
C -4.589 6.272 6.092
H 7.368 -4.764 -4.677
S -0.220 1.275 -1.654
H -5.090 -1.683 1.553
H -1.531 0.047 3.879
H 9.097 -3.264 -7.257
H 2.612 -3.112 -3.731
N -1.364 -1.339 -2.304
H -5.596 6.690 6.197
H 5.166 -2.881 -7.263
C 4.896 -2.030 -6.635
C 0.021 -1.283 -2.556
O 5.715 -1.952 -5.480
H -4.411 2.161 6.809
H 2.591 0.907 -2.265
C -1.749 0.899 0.619
H -2.157 4.776 5.885
C 0.702 -0.096 -2.275
H -1.588 2.501 2.055
H -2.234 4.302 4.175
C -3.134 0.696 2.712
H 3.840 -2.108 -6.353
C -2.644 0.162 1.407
H 7.765 -3.350 -8.427
C 7.253 -3.828 -5.232
H -3.874 7.091 6.037
H -4.537 5.692 5.167
C -1.238 2.246 1.060
H 5.916 -3.037 -3.774
O -4.251 5.488 7.221
C -2.669 -1.579 -0.260
C -3.095 -1.084 0.963
H -3.010 3.091 7.364
H -1.471 3.217 5.355
C -2.284 3.936 5.200
H -0.144 2.247 1.035
C -4.050 -1.917 1.787
H 7.709 -2.156 -7.113
*
```

E_HOMO = -7.7 eV
orbital gap = 8.36 eV
energy relative to the best compared isomer or geometry (same formula, charge and spin) = 0.000 eV
DFT total energy = -1839.69692 hartree